1.
Computed, not measured: an isolated molecule of C5H8O2S, with the ωB97M-V functional and the def2-TZVPD basis.

Each line ends with the Mulliken charge.
Element x y z (Å)
S (-3.0340, -0.7480, -0.0010)  -0.1634
O (-1.1093, 1.2698, 0.7937)  -0.4777
O (1.0402, -0.8000, -1.2422)  -0.5627
H (0.6558, -0.4583, 2.0673)  0.3346
C (-0.5102, 0.3981, -0.0524)  0.7759
H (2.2153, -0.8715, -1.2715)  0.3665
H (0.2290, -1.8602, 1.0656)  0.3089
C (-0.7074, 1.8923, -0.4874)  -0.5581
C (-1.5450, -0.6122, -0.6511)  -0.5706
H (-1.4622, 1.9769, -1.3084)  0.2653
C (0.9389, -1.0445, 1.1755)  -1.1850
H (1.4290, 0.9492, -0.0299)  0.2343
H (1.9463, -1.2731, 1.4833)  0.4069
H (0.1360, 2.6844, -0.2411)  0.2697
C (0.9002, -0.0850, -0.0184)  0.2550
H (-1.1226, -1.4177, -1.2820)  0.3003

relative energy (zero: lowest compared OMol25 entry of this formula, charge and spin) = 4.3297 eV
LUMO energy = -0.280 eV
SMILES = C[C@@H](O)[C@]1(C=S)CO1
Kohn-Sham gap = 8.27 eV
spin multiplicity = 1

2.
Computed, not measured: a structure of composition C5H13N3O, with the ωB97M-V functional and the def2-TZVPD basis.

Each line ends with the Mulliken charge.
Element x y z (Å)
C (-1.6812, 1.6941, 0.0266)  -1.5818
H (-1.1237, 2.2894, 0.7555)  0.3525
N (1.3370, -0.0214, -1.5960)  -0.6774
H (0.3164, -2.2783, -0.1196)  0.2030
N (-0.5943, -0.6559, 0.8780)  -0.4359
H (-1.3637, -0.4960, 1.5202)  0.3016
H (2.2785, -0.7947, 1.9321)  0.2588
C (-0.9245, 0.5171, -0.5900)  1.2353
H (-1.4073, -2.0524, -0.4750)  0.2882
H (0.8218, 1.0451, 1.6213)  0.4074
H (2.2795, 0.2957, -1.7982)  0.2202
C (1.0271, 0.3486, 0.8158)  -0.4778
C (0.7043, 0.8066, -0.5745)  -0.0621
H (0.7647, 0.0684, -2.4430)  0.2593
H (-0.9244, -2.7168, 1.0804)  0.3588
O (-1.3578, 0.0618, -1.6824)  -0.7833
H (-2.5643, 1.3046, 0.5398)  0.3769
H (0.8649, 1.8802, -0.6912)  0.4043
H (2.1220, -1.1922, 0.2633)  0.2742
C (-0.6482, -1.9935, 0.3095)  -0.8499
N (2.0845, -0.4785, 0.9925)  -0.4264
H (-2.0113, 2.3684, -0.7651)  0.3541

relative energy (zero: lowest compared OMol25 entry of this formula, charge and spin) = 3.0604 eV
LUMO energy = 0.703 eV
Kohn-Sham gap = 8.82 eV
spin multiplicity = 1

3.
Computed, not measured: an isolated molecule of C10H10N4OS, with the ωB97M-V functional and the def2-TZVPD basis.

Each line ends with the Mulliken charge.
Element x y z (Å)
H (0.8827, 1.4922, 0.1795)  0.2515
N (0.5180, 0.5748, -0.0327)  -0.1233
C (-5.4307, -0.2168, 0.7198)  -1.1760
C (-4.4844, -0.6917, -0.3811)  -0.2379
C (1.3409, -0.5109, -0.1985)  0.7602
N (-1.6339, 1.4813, 0.0936)  -0.5196
O (0.8915, -1.6204, -0.3922)  -0.6508
C (-3.1353, -0.0891, -0.2322)  0.4447
C (3.6430, -1.2417, 0.3294)  -0.2996
H (6.5555, 0.1338, 0.2339)  0.3669
S (-1.6581, -1.0420, -0.3760)  -0.1285
C (4.7362, 1.1483, -0.3241)  -0.5237
H (3.2343, -2.2079, 0.5926)  0.4372
H (-5.4847, 0.8677, 0.7160)  0.3326
C (3.3649, 1.0014, -0.4444)  -0.3807
C (2.7913, -0.2212, -0.1020)  0.3274
H (-6.4250, -0.6255, 0.5596)  0.3541
N (4.9469, -1.0998, 0.4447)  -0.5928
H (-4.8880, -0.3985, -1.3548)  0.2524
C (-0.8462, 0.4717, -0.0782)  0.3170
H (2.7655, 1.8157, -0.8280)  0.4166
H (5.2175, 2.0778, -0.5846)  0.3874
N (-2.9170, 1.1536, 0.0049)  -0.3836
H (-5.0730, -0.5412, 1.6938)  0.3089
C (5.4811, 0.0674, 0.1278)  -0.2385
H (-4.3931, -1.7790, -0.3669)  0.2982

LUMO energy = -0.051 eV
SMILES = CCc1nnc(NC(=O)c2cccnc2)s1
Kohn-Sham gap = 9.05 eV
spin multiplicity = 1

4.
Computed, not measured: a structure of composition C3H4O3Tl, with the ωB97M-V functional and the def2-TZVPD basis.

Each line ends with the Mulliken charge.
Element x y z (Å)
O (-0.9634, 0.8324, 2.1796)  -0.3449
H (-0.9014, -0.4465, -1.3205)  0.4367
H (2.1218, -0.9432, -0.7333)  0.2993
C (0.0706, -0.4026, -0.8096)  0.3779
C (-0.9413, 0.7281, 0.9805)  0.7736
H (1.4092, -0.4833, -2.3702)  0.3753
C (1.2497, -0.9682, -1.3906)  -0.9353
Tl (-1.2917, 2.3561, 4.4888)  0.9477
O (-1.8402, 1.2449, 0.2618)  -0.1578
O (0.1267, 0.0874, 0.3771)  -0.1403
H (0.9599, -2.0051, -1.6636)  0.3678

relative energy (zero: lowest compared OMol25 entry of this formula, charge and spin) = 0.0000 eV
LUMO energy (spin up / spin down) = -10.012 / -12.654 eV
total charge = +2
Kohn-Sham gap (spin up / spin down) = 10.68 / 7.95 eV
spin multiplicity = 2

The calculated total energy results, record by record, are as follows: -20240.5985, -11911.5563, -29375.3548, -13991.2564 eV.